Record 1
ORCA calculation (ωB97M-V with the def2-TZVPD basis set) on 2 unconnected molecules or ions with the total composition C9H14 in a non-equilibrium geometry.

Geometry as XYZ:
```
23
C9H14, DFT ωB97M-V with the def2-TZVPD basis set
C 2.90 -0.90 0.11
C -0.35 0.76 2.05
C -0.13 -0.66 2.18
C 0.22 1.51 1.07
C 0.75 -1.25 1.39
C 1.17 0.88 0.26
C 1.53 -0.45 0.48
H -1.10 1.16 2.72
H -0.64 -1.30 2.84
H -0.07 2.57 0.93
H 0.94 -2.33 1.54
H 1.70 1.52 -0.51
H 3.33 -1.61 0.88
H 3.58 -0.02 0.10
H 3.08 -1.49 -0.77
C -1.67 0.14 -1.25
C -2.54 0.25 -2.53
H -0.63 -0.10 -1.46
H -1.74 1.09 -0.64
H -2.04 -0.60 -0.53
H -1.84 0.54 -3.39
H -3.08 -0.70 -2.89
H -3.38 1.00 -2.58
```

Electronic energy in hartree: -351.28372
Maximum force in Eh/bohr: 0.0629
Charge: 0
Gap between HOMO and LUMO in Eh: 0.358
SMILES: Cc1ccccc1.CC
Energy above the lowest of the compared OMol25 structures with the same formula, charge and spin in kcal per mole: 29.16


Record 2
ORCA calculation (ωB97M-V with the def2-TZVPD basis set) on 2 unconnected molecules or ions with the total composition C9H14 in a non-equilibrium geometry.

Geometry as XYZ:
```
23
C9H14, DFT ωB97M-V with the def2-TZVPD basis set
C 2.29 1.02 1.17
C 3.11 0.81 -0.08
H 2.08 0.16 1.82
H 2.60 1.74 1.94
H 1.28 1.27 0.86
H 3.36 1.72 -0.64
H 2.55 0.14 -0.74
H 4.15 0.47 -0.02
C -1.12 1.72 -1.39
C -1.37 0.39 0.72
C -0.91 0.48 -0.62
C -1.39 -0.86 1.33
C -0.37 -0.67 -1.19
C -1.18 -2.03 0.61
C -0.40 -1.89 -0.54
H -1.74 1.29 1.20
H -1.82 -0.75 2.32
H -2.03 1.62 -2.01
H -0.31 2.02 -2.05
H 0.24 -0.52 -2.07
H -1.49 -2.95 1.07
H 0.07 -2.74 -1.02
H -1.30 2.57 -0.72
```

Electronic energy in hartree: -351.29508
Maximum force in Eh/bohr: 0.0453
Charge: 0
Gap between HOMO and LUMO in Eh: 0.363
SMILES: Cc1ccccc1.CC
Energy above the lowest of the compared OMol25 structures with the same formula, charge and spin in kcal per mole: 22.04


Record 3
ORCA calculation (ωB97M-V with the def2-TZVPD basis set) on 2 unconnected molecules or ions with the total composition C9H14 in a non-equilibrium geometry.

Geometry as XYZ:
```
23
C9H14, DFT ωB97M-V with the def2-TZVPD basis set
C -1.37 2.00 0.45
C 2.26 0.99 1.12
C 2.44 -0.02 0.22
C 1.06 1.71 1.23
C 0.02 1.43 0.33
C 1.36 -0.45 -0.59
C 0.20 0.28 -0.45
H 3.00 1.24 1.84
H 3.38 -0.57 0.17
H 0.81 2.39 2.02
H 1.39 -1.44 -1.05
H -1.99 1.52 -0.36
H -1.47 3.08 0.33
H -0.70 -0.11 -0.88
H -1.85 1.70 1.37
C -2.57 -1.92 -0.57
C -1.70 -2.86 -1.36
H -2.53 -2.29 0.45
H -2.19 -0.86 -0.83
H -3.65 -1.93 -0.67
H -0.64 -2.67 -1.52
H -1.86 -3.90 -0.91
H -2.00 -3.09 -2.37
```

Electronic energy in hartree: -351.28273
Maximum force in Eh/bohr: 0.0656
Charge: 0
Gap between HOMO and LUMO in Eh: 0.370
SMILES: Cc1ccccc1.CC
Energy above the lowest of the compared OMol25 structures with the same formula, charge and spin in kcal per mole: 29.78


Record 4
ORCA calculation (ωB97M-V with the def2-TZVPD basis set) on 2 unconnected molecules or ions with the total composition C9H14 in a non-equilibrium geometry.

Geometry as XYZ:
```
23
C9H14, DFT ωB97M-V with the def2-TZVPD basis set
C 0.86 2.49 0.95
C 0.53 -0.93 -1.78
C 1.82 -0.46 -1.40
C -0.53 -0.34 -1.18
C 1.91 0.82 -0.78
C -0.46 0.78 -0.35
C 0.82 1.37 -0.18
H 0.40 -1.82 -2.39
H 2.80 -0.94 -1.65
H -1.63 -0.57 -1.57
H 2.79 1.49 -0.79
H -1.38 1.08 0.13
H 1.18 3.40 0.40
H 1.53 2.20 1.76
H -0.16 2.56 1.38
C -2.57 -1.71 1.25
C -1.32 -1.63 2.14
H -2.34 -2.32 0.42
H -3.50 -2.03 1.88
H -2.90 -0.70 0.97
H -0.75 -2.49 2.17
H -1.79 -1.35 3.26
H -0.66 -0.77 2.04
```

Electronic energy in hartree: -351.26051
Maximum force in Eh/bohr: 0.1108
Charge: 0
Gap between HOMO and LUMO in Eh: 0.368
SMILES: Cc1ccccc1.CC
Energy above the lowest of the compared OMol25 structures with the same formula, charge and spin in kcal per mole: 43.73


Record 5
ORCA calculation (ωB97M-V with the def2-TZVPD basis set) on 2 unconnected molecules or ions with the total composition C9H14 in a non-equilibrium geometry.

Geometry as XYZ:
```
23
C9H14, DFT ωB97M-V with the def2-TZVPD basis set
C 1.57 1.63 -4.15
C 1.66 0.14 -3.58
H 0.88 1.63 -5.00
H 1.20 2.46 -3.40
H 2.54 2.17 -4.44
H 2.11 0.17 -2.57
H 0.70 -0.46 -3.57
H 2.30 -0.53 -4.30
C -2.37 0.59 2.67
C 1.03 -0.90 1.85
C 0.78 -0.88 0.42
C -0.15 -0.65 2.57
C -1.31 -0.15 1.83
C -0.25 -0.43 -0.35
C -1.40 -0.05 0.43
H 1.99 -1.37 2.04
H 1.66 -1.34 -0.03
H -0.06 -0.67 3.63
H -0.46 -0.56 -1.42
H -2.96 1.20 2.05
H -2.03 1.38 3.37
H -2.37 0.11 0.10
H -2.87 0.05 3.41
```

Electronic energy in hartree: -351.24078
Maximum force in Eh/bohr: 0.0949
Charge: 0
Gap between HOMO and LUMO in Eh: 0.356
SMILES: Cc1ccccc1.CC
Energy above the lowest of the compared OMol25 structures with the same formula, charge and spin in kcal per mole: 56.11


Record 6
ORCA calculation (ωB97M-V with the def2-TZVPD basis set) on a molecular structure, C9H14 in a non-equilibrium geometry.

Geometry as XYZ:
```
23
C9H14, DFT ωB97M-V with the def2-TZVPD basis set
C -0.89 0.24 -0.60
C -1.87 -0.07 0.54
C -1.63 0.79 -1.82
C -0.11 -0.99 -0.98
C 0.06 1.35 -0.11
C 0.26 2.56 -0.34
H -1.34 -0.46 1.41
H -2.60 -0.81 0.21
H -2.41 0.83 0.84
H -0.93 1.02 -2.62
H -2.14 1.72 -1.55
H -2.36 0.07 -2.18
H 0.44 -0.88 -1.91
H 0.74 -1.10 -0.16
H -0.69 -1.91 -0.96
H 0.76 3.47 -0.12
C 2.53 -1.63 1.42
C 1.63 -0.51 1.14
C 1.20 0.65 1.29
H 1.95 -2.54 1.59
H 3.20 -1.81 0.57
H 3.13 -1.43 2.31
H 1.06 1.41 2.02
```

Electronic energy in hartree: -351.10184
Maximum force in Eh/bohr: 0.0587
Charge: 0
Gap between HOMO and LUMO in Eh: 0.275
Energy above the lowest of the compared OMol25 structures with the same formula, charge and spin in kcal per mole: 143.29


Record 7
ORCA calculation (ωB97M-V with the def2-TZVPD basis set) on 2 unconnected molecules or ions with the total composition C9H14 in a non-equilibrium geometry.

Geometry as XYZ:
```
23
C9H14, DFT ωB97M-V with the def2-TZVPD basis set
C 2.73 0.15 0.77
C 2.71 -1.24 1.31
H 3.53 0.88 1.09
H 2.48 0.21 -0.42
H 1.74 0.74 1.10
H 2.01 -1.44 2.12
H 3.72 -1.58 1.78
H 2.80 -1.95 0.48
C -1.26 -1.04 1.20
C -0.38 1.44 -1.46
C -1.56 1.60 -2.12
C -0.44 0.67 -0.22
C -1.52 -0.16 -0.03
C -2.75 0.82 -1.86
C -2.67 -0.22 -0.89
H 0.57 1.94 -1.73
H -1.48 2.17 -3.08
H 0.31 0.75 0.69
H -3.61 0.83 -2.53
H -2.20 -1.53 1.41
H -0.99 -0.42 2.07
H -3.42 -1.08 -0.65
H -0.31 -1.56 0.97
```

Electronic energy in hartree: -351.23335
Maximum force in Eh/bohr: 0.0903
Charge: 0
Gap between HOMO and LUMO in Eh: 0.359
SMILES: Cc1ccccc1.CC
Energy above the lowest of the compared OMol25 structures with the same formula, charge and spin in kcal per mole: 60.77


Record 8
ORCA calculation (ωB97M-V with the def2-TZVPD basis set) on 2 unconnected molecules or ions with the total composition C9H14 in a non-equilibrium geometry.

Geometry as XYZ:
```
23
C9H14, DFT ωB97M-V with the def2-TZVPD basis set
C 1.87 -0.77 1.33
C 2.82 0.05 0.45
H 0.88 -0.39 1.14
H 2.05 -1.84 1.22
H 2.15 -0.66 2.37
H 2.37 1.02 0.20
H 3.09 -0.42 -0.49
H 3.76 0.30 0.94
C -1.82 -1.28 1.08
C -0.54 1.56 -1.88
C -0.58 0.20 -2.15
C -1.15 2.01 -0.71
C -1.03 -0.71 -1.21
C -1.66 1.10 0.20
C -1.47 -0.27 0.03
H 0.06 2.22 -2.50
H -0.33 -0.15 -3.14
H -1.37 3.05 -0.55
H -1.00 -1.76 -1.44
H -2.21 1.46 1.06
H -1.30 -2.21 0.87
H -2.89 -1.52 1.03
H -1.72 -0.98 2.12
```

Electronic energy in hartree: -351.31041
Maximum force in Eh/bohr: 0.0276
Charge: 0
Gap between HOMO and LUMO in Eh: 0.367
SMILES: Cc1ccccc1.CC
Energy above the lowest of the compared OMol25 structures with the same formula, charge and spin in kcal per mole: 12.41


Record 9
ORCA calculation (ωB97M-V with the def2-TZVPD basis set) on 2 unconnected molecules or ions with the total composition C9H14 in a non-equilibrium geometry.

Geometry as XYZ:
```
23
C9H14, DFT ωB97M-V with the def2-TZVPD basis set
C -0.37 4.22 -0.59
C 0.99 3.68 -1.13
H -0.66 5.14 -1.01
H -1.25 3.54 -0.86
H -0.33 4.19 0.45
H 1.50 4.58 -1.56
H 0.72 2.98 -1.88
H 1.58 3.11 -0.45
C 1.77 -3.34 0.56
C -1.90 -0.88 0.42
C -1.87 -2.09 1.13
C -0.84 -0.58 -0.40
C -0.62 -2.73 1.43
C 0.31 -1.41 -0.36
C 0.47 -2.39 0.53
H -2.68 -0.12 0.66
H -2.77 -2.49 1.62
H -0.97 0.30 -1.08
H -0.57 -3.71 1.94
H 1.10 -1.17 -1.03
H 2.62 -3.09 -0.26
H 1.59 -4.40 0.35
H 2.17 -3.35 1.52
```

Electronic energy in hartree: -351.26456
Maximum force in Eh/bohr: 0.0801
Charge: 0
Gap between HOMO and LUMO in Eh: 0.369
SMILES: Cc1ccccc1.CC
Energy above the lowest of the compared OMol25 structures with the same formula, charge and spin in kcal per mole: 41.19


Record 10
ORCA calculation (ωB97M-V with the def2-TZVPD basis set) on 2 unconnected molecules or ions with the total composition C9H14 in a non-equilibrium geometry.

Geometry as XYZ:
```
23
C9H14, DFT ωB97M-V with the def2-TZVPD basis set
C -2.99 -0.14 -1.68
C -1.72 -0.36 -2.49
H -3.66 0.07 -2.43
H -3.24 -1.07 -1.15
H -3.12 0.58 -0.91
H -0.91 -0.92 -1.89
H -1.51 0.66 -3.01
H -1.99 -1.18 -3.20
C 1.29 -1.63 2.38
C 0.11 1.41 0.48
C 1.26 1.84 -0.13
C 0.08 0.25 1.27
C 1.27 -0.41 1.49
C 2.39 1.22 0.17
C 2.48 0.04 1.01
H -0.78 2.03 0.29
H 1.21 2.65 -0.97
H -0.85 -0.01 1.79
H 3.33 1.45 -0.10
H 2.02 -1.42 3.32
H 1.73 -2.47 1.83
H 3.34 -0.59 1.18
H 0.26 -2.00 2.76
```

Electronic energy in hartree: -351.26100
Maximum force in Eh/bohr: 0.0999
Charge: 0
Gap between HOMO and LUMO in Eh: 0.370
SMILES: Cc1ccccc1.CC
Energy above the lowest of the compared OMol25 structures with the same formula, charge and spin in kcal per mole: 43.42